# 1
C41H101F6N5O8P | the ωB97M-V functional and the def2-TZVPD basis

The geometry in XYZ format:
```
162
Properties=species:S:1:pos:R:3:forces:R:3:lowdin_charge:R:1
C 13.916 -7.269 -12.391 0.02 -0.71 -0.19 -0.05
C 15.057 -6.534 -11.732 1.04 0.15 1.38 -0.12
N 14.983 -6.546 -10.139 0.57 0.53 1.40 -0.23
C 16.348 -6.037 -9.518 -0.51 -1.65 -1.11 0.05
C 13.910 -5.584 -9.630 -0.36 -0.74 -1.55 -0.16
C 14.031 -4.185 -10.223 0.34 0.18 0.73 -0.05
C 14.664 -7.976 -9.579 1.38 -0.25 0.01 -0.06
C 14.990 -8.247 -8.032 -0.84 -0.27 -0.65 -0.17
O 14.269 -9.340 -7.435 -0.31 1.07 -0.25 -0.21
C 14.590 -10.668 -7.863 0.31 1.11 0.00 -0.07
H 12.939 -6.898 -12.084 0.07 0.18 -0.12 0.09
H 13.920 -8.349 -12.240 0.16 -0.02 0.52 0.08
H 13.977 -7.246 -13.479 0.12 0.69 0.00 0.10
H 15.182 -5.506 -12.073 -0.74 0.24 0.46 0.12
H 16.089 -6.851 -11.885 -0.28 -1.04 -0.36 0.13
H 16.576 -5.023 -9.847 -0.23 -0.26 0.19 0.10
H 17.109 -6.726 -9.884 0.08 0.16 -0.31 0.10
H 16.373 -6.193 -8.440 -0.55 0.55 -0.10 0.09
H 13.897 -5.629 -8.541 0.22 0.19 -0.13 0.13
H 13.013 -6.080 -10.000 -0.37 0.32 0.31 0.12
H 13.504 -3.531 -9.528 -0.08 0.22 -0.30 0.10
H 13.668 -4.031 -11.239 -0.33 -0.37 0.21 0.09
H 15.067 -3.846 -10.236 -0.06 0.11 0.17 0.07
H 15.337 -8.626 -10.137 0.03 0.01 -0.18 0.12
H 13.662 -8.303 -9.858 -0.14 0.59 0.22 0.13
H 14.713 -7.366 -7.454 0.02 -0.13 0.14 0.11
H 16.060 -8.429 -7.931 0.17 0.06 -0.03 0.11
H 15.640 -10.831 -7.620 0.25 -0.34 -0.41 0.08
H 14.365 -10.708 -8.929 0.21 -0.63 -0.10 0.09
H 14.021 -11.386 -7.272 -0.16 0.18 -0.02 0.08
C 18.545 -14.116 -10.568 -1.09 -1.29 0.55 -0.03
C 17.947 -15.272 -9.641 0.11 0.65 0.33 -0.09
N 17.203 -14.825 -8.331 0.48 0.63 0.02 -0.20
C 18.090 -13.925 -7.414 -0.36 -0.92 -0.35 0.02
C 15.976 -13.901 -8.648 -0.81 -1.46 -0.05 -0.14
C 14.801 -14.510 -9.506 0.82 -0.59 0.41 -0.04
C 16.781 -16.076 -7.504 -0.37 0.36 0.30 -0.07
C 17.846 -16.838 -6.649 -0.41 0.40 -1.29 -0.17
O 18.751 -17.629 -7.389 -0.08 0.81 -0.42 -0.18
C 18.275 -18.875 -7.835 -0.99 -0.81 0.88 -0.09
H 17.747 -13.394 -10.739 0.27 0.36 0.13 0.06
H 18.734 -14.518 -11.563 -0.09 -0.43 0.10 0.08
H 19.499 -13.667 -10.292 -0.32 -0.01 0.59 0.08
H 18.657 -16.026 -9.303 0.31 0.32 0.03 0.12
H 17.174 -15.852 -10.146 0.05 0.27 -0.32 0.11
H 19.037 -14.381 -7.126 0.08 -0.24 -0.86 0.11
H 17.612 -13.820 -6.440 -0.68 0.14 -0.31 0.08
H 18.236 -12.982 -7.942 0.05 -0.12 0.17 0.09
H 16.337 -13.002 -9.147 0.23 -0.16 0.21 0.10
H 15.593 -13.691 -7.649 -0.01 0.41 0.08 0.09
H 14.035 -13.778 -9.762 0.44 0.47 -0.02 0.07
H 14.218 -15.280 -9.001 0.37 -0.09 0.46 0.05
H 15.143 -14.990 -10.422 0.11 0.30 -0.14 0.07
H 16.173 -16.778 -8.075 0.71 -0.04 -0.99 0.13
H 15.980 -15.760 -6.835 0.44 0.77 0.60 0.11
H 17.157 -17.401 -6.019 0.42 -0.41 0.47 0.14
H 18.476 -16.178 -6.053 -0.40 -0.03 0.15 0.13
H 17.951 -19.438 -6.960 0.70 -0.54 0.29 0.10
H 19.029 -19.398 -8.425 -0.02 0.23 0.26 0.11
H 17.316 -18.889 -8.353 0.00 0.78 -0.86 0.08
C 10.036 -14.713 -11.667 -0.12 -0.13 0.41 -0.05
C 9.723 -15.694 -10.508 1.86 0.94 -0.04 -0.15
N 9.136 -15.104 -9.192 -1.08 -1.27 -1.21 -0.21
C 7.692 -14.637 -9.538 1.24 -0.03 0.06 0.04
C 9.039 -16.343 -8.201 0.40 0.88 0.22 -0.11
C 8.516 -15.946 -6.816 -0.15 0.39 -0.54 -0.05
C 9.941 -13.925 -8.618 -0.78 0.20 -0.13 -0.07
C 11.368 -14.200 -8.135 -1.63 -1.39 0.70 -0.20
O 11.268 -15.002 -6.976 1.25 -0.55 0.34 -0.22
C 12.585 -15.393 -6.463 -0.75 0.38 0.44 -0.03
H 10.677 -15.223 -12.386 -0.17 -0.38 0.04 0.09
H 10.657 -13.869 -11.367 -0.28 0.18 0.22 0.07
H 9.166 -14.376 -12.230 -0.03 0.09 0.22 0.08
H 10.689 -16.078 -10.180 0.04 -0.10 0.04 0.11
H 9.229 -16.571 -10.926 -0.84 0.23 0.71 0.14
H 7.774 -13.845 -10.282 0.03 0.17 0.31 0.10
H 7.198 -14.308 -8.624 0.02 0.01 -0.30 0.10
H 7.161 -15.451 -10.032 0.12 -0.16 0.38 0.12
H 10.033 -16.789 -8.195 -0.05 0.20 0.14 0.12
H 8.365 -17.062 -8.668 -0.09 0.27 -0.18 0.13
H 9.155 -15.299 -6.215 0.25 -0.20 -0.38 0.07
H 8.309 -16.830 -6.213 -0.16 -0.04 -0.25 0.11
H 7.600 -15.387 -7.006 -0.33 -0.29 0.49 0.07
H 9.259 -13.530 -7.866 0.39 -0.17 0.54 0.13
H 9.972 -13.105 -9.336 -0.05 -0.38 -0.52 0.13
H 11.858 -13.274 -7.837 0.23 0.25 -0.68 0.11
H 11.843 -14.783 -8.925 0.69 0.42 -0.17 0.11
H 13.239 -14.526 -6.551 0.39 -0.15 0.08 0.07
H 13.002 -16.310 -6.880 -0.14 0.14 -0.83 0.09
H 12.498 -15.664 -5.411 -0.34 0.42 0.08 0.11
C 11.684 -12.737 -1.924 -0.96 -0.03 -1.66 -0.02
C 11.518 -12.798 -3.495 0.35 1.19 1.45 -0.08
N 11.290 -11.346 -4.143 -0.88 0.27 -1.05 -0.19
C 12.493 -10.470 -3.834 0.30 -0.21 0.13 0.00
C 11.157 -11.646 -5.659 1.59 -0.43 0.93 -0.18
C 10.995 -10.447 -6.546 -1.01 0.34 -0.52 -0.06
C 10.007 -10.573 -3.724 0.01 -0.38 0.40 -0.04
C 8.605 -11.143 -4.148 0.01 0.27 0.15 -0.19
O 8.612 -12.528 -4.308 -0.02 -1.67 0.79 -0.23
C 7.402 -13.240 -3.945 -0.37 0.57 -0.46 -0.04
H 10.694 -12.531 -1.518 0.07 0.24 0.28 0.08
H 12.415 -11.998 -1.597 -0.02 -0.29 0.00 0.08
H 11.955 -13.720 -1.540 0.33 0.03 -0.14 0.08
H 10.661 -13.396 -3.803 0.15 0.21 0.10 0.11
H 12.443 -13.122 -3.972 -0.07 0.04 0.03 0.09
H 12.532 -9.510 -4.349 -0.75 -0.10 -0.17 0.09
H 13.428 -10.960 -4.103 -0.25 -0.63 -0.07 0.09
H 12.555 -10.259 -2.766 -0.33 -0.17 -0.10 0.10
H 10.401 -12.428 -5.728 -0.26 0.42 -0.08 0.11
H 12.097 -12.144 -5.896 0.25 -0.05 0.14 0.10
H 11.237 -10.653 -7.589 0.35 -0.45 0.00 0.07
H 11.610 -9.586 -6.284 -0.13 -0.09 0.19 0.07
H 9.941 -10.183 -6.623 0.00 0.48 0.32 0.08
H 10.055 -9.541 -4.073 0.36 -0.13 -0.59 0.13
H 10.106 -10.415 -2.650 -0.25 -0.65 0.14 0.13
H 8.164 -10.735 -5.057 0.74 0.51 -0.56 0.12
H 7.863 -10.782 -3.436 0.22 -0.23 0.71 0.13
H 7.245 -13.507 -2.900 0.62 0.58 0.32 0.10
H 7.342 -14.202 -4.453 0.41 0.24 -0.40 0.08
H 6.571 -12.614 -4.270 -0.29 -0.19 0.02 0.09
C 19.233 -8.516 -5.002 -0.67 -0.53 0.53 -0.04
C 18.592 -9.340 -3.829 0.27 0.49 -1.08 -0.11
N 17.408 -10.261 -4.200 -0.38 -0.62 -1.13 -0.20
C 17.893 -11.332 -5.222 0.20 0.30 1.18 0.01
C 16.925 -10.947 -2.920 -1.19 -1.05 -0.42 -0.13
C 17.811 -12.072 -2.310 0.64 1.91 -0.41 -0.01
C 16.198 -9.590 -4.942 0.93 -0.99 -0.97 -0.09
C 15.533 -8.355 -4.362 1.08 -1.05 -0.89 -0.22
O 14.948 -8.700 -3.156 0.07 0.61 0.30 -0.19
C 14.358 -7.585 -2.515 0.41 0.54 1.33 -0.08
H 19.737 -7.636 -4.602 -0.15 -0.06 0.21 0.09
H 18.421 -8.163 -5.638 0.15 0.14 -0.22 0.05
H 19.990 -9.020 -5.603 -0.27 -0.36 0.08 0.08
H 18.264 -8.615 -3.085 -0.37 -0.34 0.07 0.13
H 19.325 -9.999 -3.364 -0.13 0.08 -0.02 0.12
H 18.134 -10.901 -6.193 0.22 0.43 0.31 0.09
H 17.149 -12.108 -5.403 -0.51 0.29 0.58 0.07
H 18.764 -11.785 -4.749 0.06 0.02 -0.33 0.11
H 15.964 -11.371 -3.212 0.01 -0.32 -0.16 0.10
H 16.593 -10.120 -2.294 0.75 -0.20 0.50 0.13
H 18.031 -12.932 -2.944 -0.85 -0.09 0.01 0.08
H 17.408 -12.336 -1.332 -0.06 -0.24 -0.21 0.10
H 18.795 -11.626 -2.166 0.19 -0.09 0.55 0.07
H 15.465 -10.325 -5.274 -0.03 -0.78 1.26 0.10
H 16.670 -9.503 -5.920 -0.09 1.43 -0.09 0.09
H 14.746 -8.022 -5.039 0.11 0.13 -0.49 0.12
H 16.352 -7.636 -4.363 -0.28 0.85 0.83 0.13
H 15.037 -6.750 -2.342 0.66 -0.09 -0.31 0.10
H 14.141 -7.911 -1.498 -0.62 -0.06 -0.23 0.11
H 13.523 -7.102 -3.023 -0.43 -0.65 -0.25 0.09
O 14.484 -13.668 -3.051 -1.15 1.50 0.62 0.09
C 15.060 -13.815 -4.219 0.27 0.41 -2.49 -0.89
O 15.729 -14.836 -4.294 1.72 -1.65 -1.29 0.01
O 14.865 -12.988 -5.175 -0.29 0.94 0.16 -0.11
H 14.761 -14.535 -2.746 -0.34 -0.62 2.04 0.10
P 14.285 -15.228 0.551 -1.31 -1.50 2.37 0.16
F 15.489 -14.165 0.521 0.00 0.72 -1.62 -0.17
F 14.461 -15.228 2.155 -0.31 -0.06 0.02 -0.16
F 13.201 -14.000 0.636 0.38 0.14 -0.41 -0.19
F 13.021 -16.270 0.732 0.65 0.02 0.15 -0.19
F 13.964 -15.389 -1.043 0.88 1.11 -0.74 -0.19
F 15.384 -16.395 0.411 -0.35 -0.25 -0.20 -0.16
```
Positions in Å, forces in eV/Å.

The net charge is +3. For the molar mass, the calculation gives 937.25 u.



# 2
C7H18P | the ωB97M-V functional and the def2-TZVPD basis

The geometry in XYZ format:
```
26
Properties=species:S:1:pos:R:3:forces:R:3:lowdin_charge:R:1
C -2.546 0.083 -0.155 -1.40 1.15 -2.02 -0.12
C 0.441 -2.055 1.286 0.02 -2.14 -1.70 -0.12
C 0.620 0.133 -2.051 -0.07 -2.22 0.18 -0.18
C 0.223 2.328 0.045 -2.13 -1.73 -1.54 -0.15
C 2.387 0.573 0.502 -0.96 -0.20 1.73 -0.20
C -1.682 -1.053 0.260 0.00 -2.71 1.15 -0.32
C -0.330 -0.817 0.884 0.85 2.13 1.20 -0.38
P 0.735 0.541 -0.276 -1.00 -0.38 1.82 0.99
H -3.007 0.609 0.706 0.45 -0.04 -0.63 0.09
H -1.973 0.799 -0.851 -0.83 -0.64 1.27 0.06
H -3.423 -0.256 -0.854 1.57 0.36 1.50 0.12
H -0.022 -2.816 1.936 -0.93 0.93 0.02 0.11
H 0.622 -2.681 0.415 0.19 -0.08 -0.46 0.08
H 1.390 -1.999 1.757 0.97 1.09 0.36 0.06
H 0.985 -0.926 -2.452 -0.18 2.46 1.18 0.12
H 1.053 1.007 -2.535 -0.15 -0.31 -0.54 0.06
H -0.477 0.042 -2.163 0.44 0.54 -0.37 0.04
H -0.346 3.019 -0.605 0.13 -1.14 -0.37 0.09
H 1.145 2.741 0.157 2.53 1.50 0.84 0.00
H -0.349 2.260 0.934 -0.23 0.15 1.24 0.04
H 2.309 1.017 1.618 0.03 -1.43 -2.53 0.14
H 3.140 1.135 -0.003 0.27 0.60 -0.61 0.04
H 2.672 -0.480 0.422 0.37 0.12 0.75 0.04
H -1.417 -1.684 -0.577 -0.49 -0.39 -0.64 0.10
H -2.210 -1.771 1.013 0.61 1.24 -1.33 0.16
H -0.448 -0.371 1.883 -0.06 1.13 -0.51 0.12
```
Positions in Å, forces in eV/Å.

The net charge is +1. For the molar mass, the calculation gives 133.19 u.



# 3
C2H3O6S2 | the ωB97M-V functional and the def2-TZVPD basis

The geometry in XYZ format:
```
13
Properties=species:S:1:pos:R:3:forces:R:3:lowdin_charge:R:1
C 0.773 0.223 0.465 -1.10 -1.09 3.54 -0.31
C 0.041 -0.241 -0.509 -1.27 -2.31 0.86 -0.02
O 4.773 -0.748 -0.258 0.46 0.13 0.55 -0.29
O 1.702 2.096 -1.083 0.67 -1.11 1.26 -0.32
O 1.357 2.591 1.227 1.33 -0.88 0.85 -0.31
O 2.696 -1.376 0.929 0.63 -0.86 0.29 -0.32
O 3.167 0.929 0.548 0.61 0.89 -0.05 -0.36
O 2.691 -0.777 -1.372 -1.86 0.41 -3.42 -0.26
S 1.811 1.585 0.289 -2.48 2.63 -2.86 0.52
S 3.350 -0.699 -0.157 2.27 -1.12 2.97 0.39
H -0.568 -1.168 -0.367 0.43 0.95 0.23 0.09
H 0.764 -0.251 1.565 -0.04 1.32 -2.79 0.15
H 0.075 0.044 -1.508 0.35 1.04 -1.45 0.05
```
Positions in Å, forces in eV/Å.

The net charge is -1. For the molar mass, the calculation gives 187.17 u.



The records above yield E_tot values of -3438.03864; -618.57004; -1325.85660 hartree, respectively.
The records above yield LUMO energy values of -6.65; -2.64; 3.71 eV, respectively.